C23H22N6O5Sr | the ωB97M-V functional and the def2-TZVPD basis

Each line ends with the Löwdin charge.
Atoms and positions in Å:
Sr  0.781  -0.197  -0.871  1.67
O  0.078  1.079  0.813  -0.19
C  -0.683  0.404  1.852  -0.30
C  -0.559  -1.164  1.618  -0.61
O  -0.905  -1.878  2.543  0.08
O  -0.132  -1.499  0.470  -0.27
C  -2.163  0.725  1.731  -0.16
C  -2.668  1.445  0.653  -0.02
C  -4.025  1.738  0.579  -0.08
C  -4.890  1.306  1.568  -0.09
C  -4.393  0.561  2.631  -0.06
C  -3.042  0.274  2.715  -0.02
C  -0.114  0.837  3.197  -0.14
C  -0.542  2.029  3.777  -0.02
C  0.020  2.484  4.960  -0.07
C  1.019  1.753  5.585  -0.08
C  1.449  0.564  5.016  -0.07
C  0.887  0.111  3.833  -0.02
H  -0.118  2.021  0.913  0.13
H  -2.020  1.770  -0.153  0.11
H  -4.399  2.310  -0.261  0.10
H  -5.945  1.539  1.515  0.10
H  -5.057  0.197  3.404  0.11
H  -2.650  -0.322  3.528  0.13
H  -1.334  2.605  3.313  0.12
H  -0.332  3.411  5.396  0.10
H  1.450  2.102  6.514  0.10
H  2.220  -0.027  5.496  0.11
H  1.197  -0.841  3.422  0.11
O  -0.229  1.171  -2.617  -0.18
C  -0.725  0.535  -3.785  -0.18
C  -0.679  -0.977  -3.724  -0.26
C  -1.278  -1.721  -4.734  -0.01
C  -1.294  -3.099  -4.628  -0.04
C  -0.710  -3.695  -3.516  -0.04
C  -0.106  -2.883  -2.578  -0.11
N  -0.083  -1.550  -2.680  -0.02
H  0.744  1.239  -2.712  0.03
H  -0.165  0.863  -4.661  0.11
H  -1.765  0.842  -3.908  0.13
H  -1.724  -1.212  -5.579  0.12
H  -1.764  -3.702  -5.393  0.11
H  -0.728  -4.767  -3.383  0.11
H  0.360  -3.299  -1.692  0.12
N  4.091  -0.909  0.381  -0.04
N  2.794  -0.498  0.834  -0.12
H  4.806  -0.660  1.055  0.07
H  4.295  -0.398  -0.466  0.02
H  2.827  0.401  1.309  0.08
H  2.502  -1.181  1.521  0.07
O  2.353  0.906  -1.887  -0.41
N  3.543  0.513  -2.194  -0.04
C  3.776  0.040  -3.384  -0.30
C  5.089  -0.434  -3.686  -0.18
N  6.129  -0.837  -3.961  0.16
C  2.803  -0.006  -4.429  -0.14
N  2.004  -0.021  -5.256  0.20

Calculated values
* charge: 0

---

C23H23AsN4O2S7W | the ωB97M-V functional and the def2-TZVPD basis

Each line ends with the Löwdin charge.
Atoms and positions in Å:
W  0.399  2.267  0.281  0.60
S  0.947  -0.268  -0.352  0.69
C  2.460  -0.323  -1.210  -0.65
C  3.160  -1.515  -1.347  -0.07
C  4.368  -1.578  -2.043  -0.21
C  5.071  -2.807  -2.127  -0.21
N  5.639  -3.809  -2.164  0.13
C  4.883  -0.405  -2.635  -0.21
C  4.187  0.795  -2.490  -0.07
C  2.988  0.858  -1.788  -0.67
S  2.129  2.363  -1.645  0.51
C  6.094  -0.429  -3.375  -0.21
N  7.077  -0.425  -3.978  0.13
H  2.749  -2.413  -0.905  0.11
H  4.578  1.695  -2.945  0.11
O  -0.638  1.129  1.318  -0.55
C  -0.422  0.547  2.488  -0.41
C  -1.509  0.048  3.195  -0.01
C  -1.341  -0.620  4.391  -0.08
C  -0.060  -0.789  4.904  -0.11
C  1.025  -0.274  4.232  -0.04
C  0.895  0.422  3.016  -0.13
C  2.067  0.981  2.391  -0.30
N  2.131  1.905  1.410  -0.16
C  3.463  2.184  1.216  -0.15
C  4.215  1.439  2.050  -0.08
N  3.334  0.695  2.798  0.12
H  -2.488  0.216  2.768  0.12
H  -2.205  -0.990  4.927  0.10
H  0.085  -1.303  5.847  0.09
H  2.005  -0.364  4.685  0.10
H  3.766  2.911  0.483  0.09
H  5.280  1.370  2.169  0.11
H  3.571  -0.060  3.413  0.14
S  0.972  4.701  -0.162  -0.12
As  -1.010  4.258  0.758  -0.16
S  -0.105  3.522  2.630  0.05
S  -1.154  2.302  -1.453  -0.01
S  -2.231  5.994  1.114  -0.21
C  -3.613  -0.088  -4.140  -0.11
C  -2.964  -1.256  -3.400  -0.29
C  -1.850  -0.798  -2.466  -0.39
S  -2.477  -0.173  -0.845  0.76
O  -3.808  0.426  -1.120  -0.56
C  -2.906  -1.892  -0.184  -0.32
C  -4.399  -2.039  0.073  -0.32
C  -4.874  -1.225  1.275  -0.12
H  -4.423  -0.442  -4.783  0.06
H  -2.878  0.427  -4.761  0.07
H  -4.015  0.622  -3.422  0.06
H  -2.554  -1.969  -4.123  0.10
H  -3.730  -1.783  -2.822  0.09
H  -1.291  0.031  -2.897  0.03
H  -1.150  -1.595  -2.217  0.06
H  -2.330  -1.983  0.740  0.07
H  -2.554  -2.642  -0.892  0.07
H  -4.638  -3.098  0.223  0.10
H  -4.938  -1.691  -0.811  0.09
H  -4.375  -1.558  2.188  0.06
H  -5.952  -1.330  1.410  0.06
H  -4.656  -0.172  1.106  0.06

Calculated values
* charge: -2

---

C23H23BrClN4O4ReS | the ωB97M-V functional and the def2-TZVPD basis

Each line ends with the Löwdin charge.
Atoms and positions in Å:
Re  0.509  0.304  -0.182  1.22
O  2.881  -1.078  -3.434  0.25
C  2.337  -0.781  -2.298  -0.41
O  1.152  -0.477  -2.133  -0.09
C  3.160  -0.920  -1.091  -0.13
C  4.464  -1.381  -1.043  0.10
C  5.050  -1.566  0.201  0.05
C  4.292  -1.323  1.338  0.08
C  2.993  -0.865  1.200  -0.15
N  2.438  -0.632  0.001  0.02
C  2.005  -0.610  2.278  -0.41
O  2.245  -0.740  3.544  0.25
O  0.885  -0.257  1.910  -0.05
H  2.266  -1.006  -4.185  0.18
H  4.993  -1.596  -1.962  0.15
H  6.069  -1.919  0.285  0.15
H  4.718  -1.500  2.318  0.14
H  3.140  -1.037  3.773  0.16
C  -3.734  2.224  3.071  -0.01
C  -2.336  2.378  2.549  -0.20
C  -1.500  3.408  2.984  0.06
C  -0.204  3.527  2.500  -0.02
C  0.196  2.591  1.582  -0.67
Br  1.922  2.569  0.777  0.95
N  -0.567  1.589  1.140  -0.20
C  -1.817  1.488  1.622  -0.04
H  -4.213  3.195  3.185  0.10
H  -3.718  1.749  4.054  0.11
H  -4.346  1.614  2.409  0.09
H  -1.866  4.130  3.704  0.15
H  0.460  4.318  2.817  0.14
H  -2.418  0.678  1.237  0.11
Cl  1.063  -4.966  3.257  0.80
C  0.402  -3.869  2.130  -0.65
C  0.902  -3.835  0.825  -0.07
C  0.372  -2.937  -0.074  -0.04
C  -0.644  -2.031  0.306  -0.31
C  -1.123  -1.026  -0.639  -0.20
C  -1.159  -2.126  1.619  -0.02
C  -0.652  -3.032  2.516  -0.06
H  1.665  -4.542  0.528  0.12
H  0.715  -2.945  -1.103  0.12
H  -2.107  -0.620  -0.413  0.08
H  -1.041  -1.351  -1.676  0.07
H  -1.975  -1.483  1.925  0.12
H  -1.058  -3.114  3.515  0.13
S  -0.186  2.026  -1.708  0.75
C  -1.357  1.711  -2.951  -0.69
N  -1.534  2.625  -3.890  0.05
C  -2.646  2.288  -4.795  -0.07
C  -3.028  0.869  -4.325  -0.07
N  -2.183  0.696  -3.126  0.07
H  -1.044  3.505  -3.901  0.16
H  -2.312  2.308  -5.829  0.13
H  -3.459  3.001  -4.672  0.13
H  -2.792  0.107  -5.064  0.13
H  -4.079  0.790  -4.059  0.13
H  -2.196  -0.120  -2.545  0.10

Calculated values
* <S²>: 0.79
* charge: +3
* 2S+1: 2

---

C23H23ClN6O3S | the ωB97M-V functional and the def2-TZVPD basis

Each line ends with the Löwdin charge.
Atoms and positions in Å:
C  7.383  0.226  -2.086  -0.31
H  8.349  0.583  -2.730  0.15
H  6.848  -0.260  -2.867  0.08
H  7.727  -0.450  -1.383  0.07
O  6.712  1.205  -1.846  -0.03
C  5.465  1.219  -0.935  -0.10
C  4.876  2.418  -0.510  -0.08
C  3.769  2.700  -0.089  -0.08
C  3.079  1.558  0.361  -0.09
C  3.710  0.236  0.153  0.07
C  4.794  0.345  -0.532  -0.33
O  5.291  -0.988  -0.948  -0.13
C  4.723  -2.418  -0.556  0.08
H  3.730  -2.202  -0.868  0.07
H  4.582  -2.303  0.517  0.08
H  5.236  -3.105  -0.663  -0.05
H  3.179  -0.753  0.567  0.13
N  1.900  1.484  1.259  0.12
C  1.260  2.685  1.465  -0.54
O  1.336  3.799  1.434  0.16
C  -0.137  2.109  2.202  -0.51
H  -0.643  3.061  2.969  0.17
H  0.130  1.420  3.043  0.07
S  -1.491  1.583  1.370  0.98
C  -0.973  0.038  0.632  -0.38
N  0.251  -0.541  1.291  0.07
C  0.473  -2.045  1.003  -0.48
N  1.633  -2.318  1.255  0.17
N  1.352  -3.758  0.915  0.06
C  0.269  -3.965  0.285  -0.25
C  -0.427  -2.610  0.269  -0.01
C  -1.743  -2.261  -0.258  -0.45
N  -2.505  -2.921  -0.733  0.23
H  -3.420  -2.637  -1.064  0.10
N  -1.931  -0.928  0.192  -0.01
C  -3.055  -0.025  -0.212  -0.28
C  -3.040  0.635  -1.514  0.00
C  -4.241  1.244  -1.500  -0.19
C  -5.445  0.996  -1.091  -0.84
C  -5.596  0.215  0.081  -0.19
C  -4.213  -0.575  0.563  0.13
H  -4.434  -1.099  1.485  0.09
C  -6.869  -0.239  0.712  -0.08
H  -7.244  0.586  1.100  0.02
H  -7.597  -0.555  -0.091  0.10
H  -6.469  -0.959  1.489  0.10
Cl  -6.795  1.597  -1.620  0.89
H  -4.102  1.749  -2.571  0.16
H  -2.109  0.920  -1.952  0.12
C  -0.313  -5.142  -0.345  0.01
H  0.552  -5.472  -1.210  0.17
H  -1.139  -5.026  -0.890  0.02
H  -0.048  -5.931  0.261  0.05
H  2.244  -4.474  1.013  0.24
H  1.671  0.541  1.493  0.05
H  3.427  3.747  0.465  0.19
H  5.475  3.357  -1.088  0.20

Calculated values
* charge: 0

---

The evaluated energy above the lowest of the compared OMol25 structures with the same formula, charge and spin for the records listed, in turn: 45.1 62.3 2.1 579.4 kcal per mole.